Computed, not measured: a structure of composition C52H48BaF6IN5O4S3Sb2 at a distorted geometry, with wB97M-V/def2-TZVPD.

Geometry as XYZ:
```
122
Properties=species:S:1:pos:R:3:forces:R:3
Ba -0.3427 1.4231 -1.4043 1.731 -0.636 -0.160
C -4.9518 0.4300 -2.2039 0.060 -0.044 0.202
C -5.1873 0.4921 -3.5608 -0.025 -0.002 -0.080
C -4.1813 0.9259 -4.4105 -0.110 -0.110 -0.070
C -2.9567 1.2718 -3.8688 0.527 0.262 -0.168
N -2.7401 1.2257 -2.5522 -0.577 0.137 -0.241
C -3.7020 0.8038 -1.7308 0.053 0.172 -0.495
C -1.7870 1.7235 -4.7374 -0.582 -0.216 0.444
C -1.8952 1.8100 -6.1206 0.061 0.001 -0.091
C -0.7955 2.2244 -6.8501 -0.101 -0.025 -0.094
C 0.3811 2.5394 -6.1942 0.157 -0.005 0.098
C 0.4136 2.4094 -4.8167 -0.458 -0.011 -0.077
N -0.6501 2.0220 -4.1102 0.028 0.136 -0.322
H -5.7036 0.0744 -1.5133 -0.028 -0.023 -0.018
H -6.1432 0.1882 -3.9679 -0.002 -0.001 0.002
H -4.3567 0.9622 -5.4755 0.002 -0.031 0.015
H -3.4482 0.7799 -0.6760 0.042 0.029 0.018
H -2.8113 1.5466 -6.6269 0.013 -0.004 0.006
H -0.8613 2.2911 -7.9294 0.018 0.013 0.006
H 1.2643 2.8682 -6.7240 -0.011 -0.015 -0.042
H 1.3154 2.6248 -4.2586 -0.008 0.027 0.058
C -2.8613 -0.7423 4.4588 0.171 -0.059 0.177
C -2.1211 0.3733 5.2056 0.015 -0.021 -0.069
C -0.5954 0.3744 5.0401 -0.088 0.003 0.025
Sb 0.0622 1.4070 3.2339 0.068 -0.384 -0.213
C 2.0949 0.7251 3.4137 0.089 0.074 0.014
C 2.3599 -0.6408 3.4858 0.063 0.006 -0.018
C 3.6666 -1.1144 3.4886 -0.074 -0.024 0.003
C 4.7293 -0.2295 3.4049 0.041 0.024 -0.006
C 4.4814 1.1344 3.3174 -0.018 -0.006 -0.015
C 3.1755 1.6069 3.3225 0.008 -0.042 0.031
C 0.3893 3.2400 4.2827 -0.049 0.228 0.155
C -0.2994 4.3787 3.8708 0.034 0.065 -0.018
C -0.1623 5.5831 4.5533 0.012 -0.040 -0.021
C 0.6707 5.6629 5.6582 0.002 0.011 0.022
C 1.3693 4.5373 6.0763 0.012 -0.010 -0.001
C 1.2276 3.3375 5.3933 -0.052 0.045 0.005
Sb -2.6766 -0.9021 2.3044 -0.001 -0.032 -0.361
C -1.3850 -2.6148 2.2364 0.038 0.039 0.023
C -0.6821 -3.1408 3.3155 0.060 -0.001 -0.038
C 0.0527 -4.3154 3.1747 -0.017 0.044 0.053
C 0.0702 -4.9826 1.9594 0.007 -0.070 -0.084
C -0.6356 -4.4720 0.8768 -0.007 0.101 0.067
C -1.3447 -3.2863 1.0148 0.032 -0.158 -0.099
C -4.3887 -2.2128 2.1885 -0.170 -0.013 0.112
C -4.4323 -3.4534 2.8259 -0.004 0.030 -0.041
C -5.5532 -4.2655 2.7325 0.026 0.011 0.002
C -6.6543 -3.8538 1.9916 -0.015 -0.022 0.017
C -6.6266 -2.6273 1.3474 0.057 0.016 0.023
C -5.5003 -1.8171 1.4509 -0.068 0.001 -0.014
H -3.9399 -0.6411 4.6008 0.000 0.007 0.066
H -2.5769 -1.7177 4.8648 -0.061 0.010 0.047
H -2.3597 0.2722 6.2712 -0.018 0.030 0.018
H -2.5276 1.3464 4.9061 -0.005 0.008 -0.015
H -0.2045 -0.6454 5.0415 0.029 0.013 -0.031
H -0.1132 0.9112 5.8591 -0.028 -0.057 0.066
H 1.5495 -1.3618 3.4979 -0.038 0.007 0.001
H 3.8438 -2.1826 3.5261 0.011 -0.001 -0.011
H 5.7475 -0.6001 3.3859 -0.001 0.002 0.003
H 5.3035 1.8340 3.2243 0.004 -0.001 0.012
H 3.0062 2.6756 3.2455 -0.048 0.004 -0.016
H -0.9372 4.3390 2.9947 0.006 -0.055 -0.023
H -0.6983 6.4597 4.2104 -0.007 0.005 0.003
H 0.7826 6.6005 6.1899 0.008 0.004 -0.006
H 2.0307 4.5952 6.9332 0.001 0.005 0.001
H 1.7895 2.4707 5.7241 -0.009 -0.021 0.000
H -0.6957 -2.6452 4.2805 -0.008 -0.009 -0.010
H 0.6036 -4.7113 4.0211 0.005 0.013 0.000
H 0.6351 -5.9020 1.8531 0.003 0.007 0.011
H -0.6459 -4.9690 -0.0862 0.054 -0.013 -0.022
H -1.8616 -2.9170 0.1325 -0.034 0.122 0.038
H -3.5679 -3.8033 3.3800 0.006 -0.004 0.004
H -5.5576 -5.2306 3.2253 -0.024 -0.008 -0.003
H -7.5230 -4.4955 1.9062 -0.003 -0.002 -0.006
H -7.4714 -2.3045 0.7510 -0.012 -0.004 -0.002
H -5.4910 -0.8648 0.9310 0.032 0.018 -0.004
O 3.2518 1.5254 -0.1807 0.108 -0.096 -0.073
H 3.0126 0.5818 -0.1043 -0.072 -0.005 0.007
H 3.1078 1.8655 0.7098 -0.038 0.067 -0.015
F -1.5135 1.8022 0.3769 -1.253 0.336 1.482
O -0.7272 -3.0284 -4.7886 -0.092 0.000 -0.008
S -1.7047 -3.4984 -3.7783 0.393 -0.067 0.246
O -2.9928 -3.8374 -4.3632 -0.089 0.058 -0.016
O -1.1225 -4.5936 -2.9755 -0.208 0.143 -0.115
S -1.9558 -1.9050 -2.4641 -0.159 -0.050 0.029
I 5.6748 0.0380 -4.4127 0.247 0.026 -0.039
C 3.6284 -0.2558 -4.2228 -0.268 -0.016 0.055
C 2.9310 -1.0216 -5.1487 0.129 0.000 -0.059
C 1.5769 -1.2087 -4.9602 -0.116 0.015 0.074
C 0.9661 -0.6094 -3.8617 0.093 -0.110 0.105
N 1.6419 0.1388 -2.9817 0.225 -0.231 -0.509
C 2.9561 0.3079 -3.1531 -0.108 0.036 0.002
H 3.4467 -1.4698 -5.9895 -0.011 -0.007 0.007
H 0.9690 -1.8343 -5.5985 -0.001 -0.015 -0.032
H -0.1006 -0.7913 -3.6658 0.324 0.051 -0.082
H 3.4647 0.9175 -2.4144 0.015 0.001 0.023
C 4.4987 -2.4101 -0.9908 0.021 0.020 -0.048
N 3.2431 -2.7400 -1.6024 0.160 0.003 0.087
C 3.1471 -3.7293 -2.6652 -0.047 0.024 -0.007
C 1.6290 -3.9630 -2.8025 0.131 0.005 0.083
N 1.0888 -3.0329 -1.8194 0.133 0.180 0.215
C 2.0216 -2.3844 -1.1385 -0.212 0.079 0.158
S 1.7521 -1.2973 0.1488 -0.128 -0.202 -0.213
H 5.1835 -1.9812 -1.7276 0.013 -0.008 -0.026
H 4.9666 -3.3011 -0.5551 0.014 -0.010 -0.004
H 4.3266 -1.6805 -0.2019 -0.025 -0.010 -0.001
H 3.6899 -4.6370 -2.3810 -0.013 -0.023 -0.007
H 3.5950 -3.3403 -3.5847 0.045 -0.004 -0.017
H 1.3293 -4.9805 -2.5530 0.016 0.037 -0.021
H 1.2296 -3.7423 -3.7902 -0.005 0.029 -0.012
H 0.1049 -2.7471 -1.7991 -0.200 -0.087 -0.035
F 1.4394 3.4016 1.1811 -0.037 0.004 -0.123
C 1.6411 4.2396 0.0958 0.146 -0.173 0.473
C 0.9417 4.0495 -1.0605 0.049 0.218 -0.167
C 1.2688 4.9596 -2.0257 -0.021 0.283 -0.356
F 0.6334 4.9469 -3.2539 0.024 -0.112 0.108
C 2.2224 5.9595 -1.9087 0.031 -0.068 0.228
F 2.5106 6.8167 -2.9125 -0.011 0.015 -0.025
C 2.9009 6.0779 -0.7088 0.035 0.006 0.010
F 3.8377 7.0355 -0.5465 -0.014 0.003 0.001
C 2.6070 5.2031 0.3236 -0.055 0.125 -0.272
F 3.2689 5.3150 1.4928 0.008 -0.019 0.046
```
Positions in Å, forces in eV/Å.

Properties
Relative energy (zero: lowest compared OMol25 entry of this formula, charge and spin) = 0.0 kJ/mol
Total charge = -2



Computed, not measured: a structure of composition C52H49BClFN7OP2PmSSe at a distorted geometry, with wB97M-V/def2-TZVPD.

Geometry as XYZ:
```
117
Properties=species:S:1:pos:R:3:forces:R:3
Pm -0.1489 -1.5815 -1.0324 0.049 0.075 -0.401
C 2.0306 1.7987 6.7796 -0.451 -0.325 0.021
S 0.4684 0.9962 7.2348 -0.028 0.023 -0.026
C -0.3529 0.9445 5.6053 0.453 0.140 0.381
C 0.4171 0.1810 4.5449 -0.335 0.014 -0.097
C -0.3593 0.1240 3.2210 0.333 -0.349 0.405
N -0.2839 1.3680 2.4827 -0.168 0.152 -1.539
P -1.5846 1.9992 1.5253 -0.947 0.284 0.912
C -2.2824 3.1178 2.8502 0.003 -0.003 -0.329
C -2.2490 4.4899 2.6352 -0.050 -0.115 -0.133
C -2.6531 5.3805 3.6142 -0.067 0.234 0.069
C -3.0933 4.9081 4.8380 0.002 0.137 0.025
C -3.1400 3.5420 5.0642 -0.088 -0.098 0.140
C -2.7496 2.6576 4.0742 -0.121 0.011 0.030
C -3.0237 0.8531 1.4669 0.266 -0.128 -0.104
C -4.2418 1.4714 1.1825 0.088 0.146 0.029
C -5.3770 0.7302 0.9299 -0.171 0.049 -0.016
C -5.3310 -0.6543 0.9858 0.012 -0.026 0.062
C -4.1282 -1.2806 1.2567 -0.218 -0.035 0.238
C -2.9763 -0.5359 1.4615 0.076 -0.052 0.231
P 0.9843 1.7982 1.3272 1.023 0.228 0.855
C 1.7430 3.0614 2.4757 0.094 -0.061 -0.196
C 1.1546 4.3199 2.4203 -0.002 0.018 -0.058
C 1.5538 5.3415 3.2602 -0.041 0.167 0.062
C 2.5760 5.1234 4.1695 0.074 0.119 0.064
C 3.1945 3.8852 4.2146 0.140 0.057 0.104
C 2.7802 2.8630 3.3767 0.074 -0.011 0.009
C 2.4372 0.6635 1.3381 -0.182 0.019 -0.025
C 3.3544 1.0701 0.3652 -0.157 0.064 -0.070
C 4.5828 0.4525 0.2339 0.211 0.050 0.032
C 4.9334 -0.5763 1.0944 0.094 0.010 -0.013
C 4.0299 -0.9976 2.0514 0.072 -0.099 0.128
C 2.7859 -0.3950 2.1649 0.078 0.064 0.073
H 2.4833 2.1687 7.6936 0.061 0.095 0.069
H 1.8272 2.6157 6.0938 0.083 0.103 0.010
H 2.6880 1.0708 6.3164 0.188 0.044 -0.121
H -0.5267 1.9780 5.3028 -0.094 -0.066 -0.103
H -1.3082 0.4606 5.8130 -0.089 0.061 -0.062
H 0.5963 -0.8407 4.8937 0.108 0.037 -0.019
H 1.3763 0.6679 4.3644 0.050 -0.090 0.051
H -1.4097 -0.0920 3.4441 0.133 -0.029 -0.030
H 0.0279 -0.7113 2.6223 -0.194 0.091 0.003
H -1.9118 4.8557 1.6751 0.062 0.071 -0.095
H -2.6263 6.4461 3.4239 0.015 0.045 -0.015
H -3.4070 5.6012 5.6085 0.007 0.004 0.033
H -3.4863 3.1704 6.0192 -0.028 -0.068 0.062
H -2.8180 1.5935 4.2460 -0.022 -0.113 0.051
H -4.2829 2.5529 1.1409 -0.074 0.082 -0.014
H -6.3036 1.2298 0.6872 -0.101 0.084 -0.024
H -6.2229 -1.2363 0.7992 -0.052 -0.051 -0.025
H -4.0674 -2.3580 1.2891 0.021 -0.027 -0.041
H -2.0421 -1.0605 1.6048 -0.097 0.062 -0.003
H 0.3667 4.4837 1.6994 -0.068 0.078 -0.080
H 1.0749 6.3109 3.2043 -0.044 0.035 0.003
H 2.8972 5.9173 4.8316 0.018 0.038 0.024
H 4.0052 3.7151 4.9127 0.028 -0.028 0.033
H 3.2727 1.9022 3.4309 0.070 -0.107 -0.034
H 3.0792 1.8795 -0.2986 -0.020 0.011 -0.170
H 5.2755 0.7747 -0.5338 -0.028 0.042 -0.034
H 5.9064 -1.0466 1.0185 -0.020 -0.049 -0.039
H 4.2781 -1.8122 2.7159 -0.031 -0.110 0.014
H 2.1139 -0.7809 2.9096 -0.102 -0.040 0.098
Cl -2.1455 -3.2570 -0.3091 0.424 -0.859 0.519
O 1.8159 1.6031 -2.5056 -0.555 -0.627 0.188
N 1.1130 0.6462 -2.0819 0.791 1.177 -0.102
F -0.4206 0.0541 0.2387 -0.403 0.634 0.867
C -0.8575 -0.6020 -5.0171 -0.029 -0.044 0.153
C 0.6276 -0.6635 -5.2149 -0.052 0.053 0.378
C 1.1784 -0.8646 -6.4671 0.084 -0.009 -0.088
C 2.5506 -0.9403 -6.6319 0.006 -0.032 -0.128
C 3.3800 -0.8297 -5.5324 0.093 -0.018 -0.045
C 2.8636 -0.6184 -4.2627 -0.210 0.031 0.243
C 3.7578 -0.5125 -3.0687 -0.057 0.086 0.021
C 1.4739 -0.5109 -4.1078 0.261 0.114 -0.685
N 0.8814 -0.3596 -2.8382 -0.037 -0.573 -0.298
H -1.3842 -0.8155 -5.9457 -0.037 -0.016 -0.051
H -1.1585 0.3848 -4.6605 -0.062 0.018 0.030
H -1.1624 -1.3334 -4.2595 -0.012 0.070 -0.143
H 0.5254 -0.9585 -7.3232 -0.101 -0.048 -0.090
H 2.9698 -1.0999 -7.6158 0.045 -0.015 -0.084
H 4.4529 -0.9097 -5.6601 0.061 -0.006 0.039
H 4.7692 -0.8462 -3.2894 0.069 -0.110 -0.048
H 3.3590 -1.0990 -2.2367 0.094 0.018 0.006
H 3.7882 0.5271 -2.7400 0.031 -0.013 0.080
B 2.2914 -3.9498 2.7444 0.248 -0.225 0.233
C 1.6220 -3.2072 1.5558 -0.493 0.531 -0.931
N 1.1422 -2.6263 0.6702 0.723 -0.764 1.021
H 2.3279 -3.1886 3.6832 -0.007 0.157 0.148
H 3.4094 -4.2561 2.3914 0.095 -0.013 -0.012
H 1.6384 -4.9262 3.0040 -0.138 -0.164 0.043
N 0.4452 -9.4406 -7.8812 0.010 -0.025 -0.052
C 0.4105 -8.5490 -7.1524 0.035 -0.881 -0.711
C 0.3605 -7.4732 -6.2545 -0.062 0.963 0.837
C 1.3975 -6.5307 -6.2115 -0.135 -0.317 -0.160
C 1.3449 -5.4869 -5.3207 -0.060 0.097 0.120
C 0.2594 -5.3459 -4.4379 0.018 -0.279 -0.215
C -0.7755 -6.2963 -4.4875 0.065 0.144 0.062
C -0.7268 -7.3396 -5.3787 0.165 -0.189 -0.287
C 0.2167 -4.2828 -3.5160 0.047 0.302 0.175
C 0.1999 -3.3625 -2.7096 0.152 -0.552 -0.605
H 2.2386 -6.6411 -6.8845 -0.006 0.021 0.002
H 2.1428 -4.7580 -5.2841 -0.023 0.042 0.024
H -1.6098 -6.1964 -3.8060 0.035 0.041 0.011
H -1.5217 -8.0725 -5.4129 -0.030 -0.018 0.005
Se -3.6482 -1.8231 -1.9647 -1.279 -0.014 -0.700
N -2.4043 -0.6149 -1.7543 0.287 0.576 -0.060
C -2.8641 0.5666 -2.1737 -0.215 -0.682 0.072
C -2.1311 1.7669 -2.1480 0.278 0.640 -0.103
C -2.7201 2.8950 -2.6455 0.615 -0.284 0.229
C -4.0305 2.8731 -3.1648 -0.751 -0.263 -0.184
C -4.7815 1.7304 -3.1703 -0.139 0.701 -0.215
C -4.2128 0.5411 -2.6763 0.424 -0.707 0.282
N -4.7835 -0.6603 -2.6572 -0.206 0.232 -0.345
H -1.1247 1.7647 -1.7555 0.099 0.043 0.075
H -2.1684 3.8239 -2.6687 0.081 0.040 0.080
H -4.4421 3.7867 -3.5743 -0.061 0.029 0.005
H -5.7840 1.7057 -3.5729 -0.068 0.024 -0.008
```
Positions in Å, forces in eV/Å.

Properties
Relative energy (zero: lowest compared OMol25 entry of this formula, charge and spin) = 0.0 kJ/mol
Total charge = -2
2S+1 = 5